Entry 1:
Computed, not measured: a cluster of 2 separate species, C3H3NO2 in total at a distorted geometry, with ωB97M-V/def2-TZVPD.

SMILES: N#CC(=O)C=O.[H][H]
HOMO in eV: -11.031
F_max in eV Å⁻¹: 2.2

ORCA input file:
```
! RIJCOSX wB97M-V def2-TZVPD def2/J DEFGRID3
* xyz 0 1
N 2.42103 -0.95157 -0.22462
C 1.42248 -0.36917 -0.26453
C 0.09458 0.25872 -0.49030
O -0.06151 1.25568 -1.15027
C -1.06646 -0.64811 0.00200
O -2.16780 -0.45608 -0.42395
H -0.80639 -1.48205 0.69119
H 0.06029 1.49334 0.68674
H 0.15245 0.98230 1.24036
*
```

Entry 2:
Computed, not measured: a cluster of 2 separate species, C16H10N3O3 in total at a distorted geometry, with ωB97M-V/def2-TZVPD.

HOMO in eV: -4.237
F_max in eV Å⁻¹: 2.7

ORCA input file:
```
! RIJCOSX wB97M-V def2-TZVPD def2/J DEFGRID3
* xyz -1 1
N -7.04479 0.59808 1.81355
C -5.88227 0.46198 1.77050
C -4.45718 0.30099 1.71297
C -3.89119 -0.98062 1.64407
C -2.51853 -1.13171 1.48162
C -1.68635 0.00076 1.37959
C -0.23620 -0.15819 1.11992
C 0.70719 0.72112 1.69519
N 2.05453 0.49381 1.38858
O 2.88505 1.44442 1.36498
O 2.37831 -0.70248 1.14181
C -2.24433 1.28033 1.54157
C -3.62383 1.42642 1.68053
H -4.53833 -1.85752 1.71660
H -2.06453 -2.12494 1.46481
H 0.11483 -1.18534 1.00762
H 0.45379 1.56722 2.34155
H -1.58254 2.15219 1.56773
H -4.05971 2.42307 1.76034
O 0.09339 0.10333 -0.76996
C 1.17506 -0.08854 -1.45521
C 2.08199 0.98681 -1.75141
C 3.28680 0.76080 -2.38517
C 3.67002 -0.53310 -2.77395
C 4.95849 -0.78345 -3.35142
N 6.00719 -1.00910 -3.82472
C 2.76373 -1.58719 -2.57776
C 1.54184 -1.37659 -1.96901
H 1.80530 1.98767 -1.42239
H 3.96144 1.59814 -2.57896
H 3.04545 -2.58766 -2.91593
H 0.84540 -2.20068 -1.81766
*
```

Entry 3:
Computed, not measured: an isolated molecule of C10H10N2O3 at a distorted geometry, with ωB97M-V/def2-TZVPD.

SMILES: Cn1cc(C(=O)O)c(=O)c2c1C=CCN2
HOMO in eV: -7.336
F_max in eV Å⁻¹: 3.2

ORCA input file:
```
! RIJCOSX wB97M-V def2-TZVPD def2/J DEFGRID3
* xyz 0 1
C 0.55910 0.90071 -2.60389
N 0.42492 0.69348 -1.16476
C 0.92455 1.68971 -0.33870
C 0.82307 1.59703 1.01346
C 1.37835 2.64979 1.83959
O 1.41653 3.79586 1.38567
O 1.98561 2.34105 3.03019
C 0.24780 0.36744 1.61423
O 0.07337 0.26156 2.82408
C -0.39177 -0.64438 0.73336
C -0.23985 -0.46236 -0.64089
C -0.79839 -1.52482 -1.51110
C -1.56124 -2.56601 -0.99511
C -1.69933 -2.77983 0.47299
N -1.09196 -1.72594 1.25002
H 1.01664 0.02228 -3.01013
H 1.19180 1.75307 -2.87660
H -0.44693 1.05408 -3.03465
H 1.38408 2.59817 -0.73125
H 2.35312 3.17658 3.34226
H -0.64628 -1.47889 -2.57989
H -1.99227 -3.32421 -1.68423
H -2.76391 -2.82987 0.71294
H -1.18225 -3.71536 0.71021
H -0.96477 -1.84914 2.24219
*
```

Entry 4:
Computed, not measured: an isolated molecule of C4H7NO at a distorted geometry, with ωB97M-V/def2-TZVPD.

SMILES: CCc1c[nH]o1
HOMO in eV: -7.940
F_max in eV Å⁻¹: 5.3

ORCA input file:
```
! RIJCOSX wB97M-V def2-TZVPD def2/J DEFGRID3
* xyz 0 1
C 0.66854 -1.08482 -1.02879
C -0.44997 -0.72413 -0.00297
C -0.24823 0.59692 0.65664
C -0.58693 2.02493 0.56190
N 0.11606 2.23939 1.76348
O 0.50097 0.89964 1.75634
H 1.61829 -0.95037 -0.53184
H 0.69027 -0.38790 -1.93650
H 0.74768 -2.12091 -1.42955
H -0.48676 -1.62683 0.75790
H -1.37187 -0.47368 -0.50578
H -0.74933 2.81592 -0.10264
H 0.86441 2.91446 1.75038
*
```

Entry 5:
Computed, not measured: a cluster of 9 separate species, C8H36N2O9 in total at a distorted geometry, with ωB97M-V/def2-TZVPD.

SMILES: COC[C@H](C)N.COC[C@H](C)N.O.O.O.O.O.O.O
HOMO in eV: -9.237
F_max in eV Å⁻¹: 3.2

ORCA input file:
```
! RIJCOSX wB97M-V def2-TZVPD def2/J DEFGRID3
* xyz 0 1
C -0.72656 1.53854 -4.22728
O -0.69755 0.66970 -3.10916
C -1.98455 0.15148 -2.77301
C -2.27343 -1.33925 -3.28995
C -2.39003 -1.36259 -4.85117
N -3.63170 -1.66561 -2.83983
H 0.22554 1.60553 -4.75369
H -1.01971 2.55914 -3.98122
H -1.49071 1.19476 -4.92441
H -1.89341 0.06464 -1.69030
H -2.84053 0.80076 -2.95695
H -1.49554 -2.06819 -3.06272
H -2.67717 -2.26534 -5.39031
H -1.35710 -1.15236 -5.12857
H -3.03738 -0.59682 -5.27855
H -3.92425 -2.48694 -3.34968
H -3.56048 -2.04674 -1.90722
C 3.98584 -1.89994 0.55217
O 2.63451 -1.70888 0.08084
C 1.71568 -1.28187 1.05224
C 1.49016 -2.21137 2.27512
C 1.07204 -3.67225 2.07829
N 0.29907 -1.59967 2.89815
H 4.12353 -2.87758 1.01407
H 4.35855 -1.05117 1.12557
H 4.52364 -2.01207 -0.38927
H 2.01305 -0.26085 1.29138
H 0.74855 -1.24087 0.55116
H 2.31034 -2.14985 2.99039
H 1.05892 -4.14369 3.06097
H 1.94420 -4.22090 1.72274
H 0.16275 -3.78443 1.48778
H 0.12770 -0.60686 2.82699
H 0.32417 -1.88771 3.86588
O 1.54093 1.48354 -1.23465
H 1.12813 1.13083 -2.02295
H 2.22758 0.85204 -1.02026
O -0.45873 1.38998 1.58884
H 0.46434 1.57285 1.76415
H -0.47855 1.11159 0.67323
O 1.26035 1.82225 3.79668
H 1.00006 1.94506 4.70959
H 2.13279 2.21214 3.74135
O -2.82538 -0.63981 2.33611
H -2.92707 -0.14114 3.14680
H -1.94600 -1.01356 2.39296
O 2.27249 3.01063 0.67838
H 1.95797 2.49614 -0.06500
H 3.20244 3.14863 0.49842
O -2.73150 3.06738 2.84391
H -1.97706 2.58766 2.50199
H -2.54888 3.98320 2.63379
O -0.14538 4.34149 1.83254
H 0.00041 4.35803 2.77843
H 0.73282 4.29031 1.45523
*
```

Entry 6:
Computed, not measured: a cluster of 2 separate species, C2H3NO3 in total at a distorted geometry, with ωB97M-V/def2-TZVPD.

HOMO (alpha / beta) in eV: -7.855 / -9.656
F_max in eV Å⁻¹: 4.8
Expectation value of S²: 2.008

ORCA input file:
```
! RIJCOSX wB97M-V def2-TZVPD def2/J DEFGRID3
* xyz 0 3
C -0.12918 0.65086 0.16714
C -1.04902 0.13784 -0.52200
N 2.72679 -1.20918 0.49693
O 3.10580 -0.23919 1.38061
O 0.72018 1.13628 0.74259
O 3.05120 -2.30841 0.77703
H -0.70525 -0.16267 -1.58999
H -2.06016 0.17332 -0.16163
H 3.00092 0.58953 1.05873
*
```

Entry 7:
Computed, not measured: a cluster of 2 separate species, C27H39N4OS in total at a distorted geometry, with ωB97M-V/def2-TZVPD.

HOMO in eV: -10.001
F_max in eV Å⁻¹: 10.0

ORCA input file:
```
! RIJCOSX wB97M-V def2-TZVPD def2/J DEFGRID3
* xyz 1 1
C 6.96722 -1.25602 -2.25198
C 6.85888 0.01263 -3.26205
C 5.49430 0.05454 -4.11127
C 4.40005 1.08134 -3.45809
C 3.66969 1.98633 -4.57174
C 2.61156 2.97674 -3.82429
C 1.07265 2.63118 -4.22841
C 0.57826 1.22108 -3.62539
C 0.08408 0.15649 -4.62739
C -0.40436 -1.28840 -4.19080
C -0.38919 -1.64121 -2.67407
C -0.81578 -3.08631 -2.09770
C 0.04746 -3.63023 -0.92717
C -0.32567 -5.05459 -0.38450
C -1.55367 -5.77587 -1.07013
C -2.25197 -5.00687 -2.22376
N -1.92703 -3.71355 -2.74350
C 0.09919 -0.53791 -1.63288
N 0.19529 -0.61782 -0.19791
S 0.77786 0.87771 0.43238
N 0.98812 1.79990 -1.01932
C 0.57985 0.90678 -2.07681
H 7.92739 -1.07753 -1.62860
H 6.06788 -1.34005 -1.55030
H 7.12372 -2.20636 -2.86635
H 7.01348 0.96138 -2.62109
H 7.78685 -0.06005 -3.95201
H 5.02393 -1.00029 -4.06660
H 5.75380 0.35464 -5.19943
H 4.98435 1.78037 -2.74221
H 3.63596 0.42590 -2.88649
H 4.40279 2.67726 -5.13942
H 3.04592 1.38081 -5.32504
H 2.81502 4.04779 -4.21198
H 2.70676 2.95738 -2.68481
H 1.01528 2.63178 -5.36911
H 0.37965 3.43664 -3.76363
H 0.09940 0.39260 -5.74178
H -0.76796 -2.09569 -4.90797
H 0.92552 -3.04027 -0.50949
H 0.27346 -5.53652 0.45907
H -1.85034 -6.81576 -0.68912
H -3.12625 -5.55840 -2.74082
C -3.89912 1.79838 2.44289
C -3.11011 0.56614 2.95938
C -4.09686 -0.49295 3.51053
C -4.70368 -0.11161 4.85751
C -3.61796 0.24084 5.86766
C -2.61662 1.30372 5.35393
N -2.10624 0.99617 3.98231
O -1.20980 0.03429 4.09513
C -3.28105 2.70348 5.36420
C -1.47459 1.44114 6.39970
C -2.44459 -0.00656 1.67820
H -4.29479 1.62537 1.43888
H -4.76703 2.04250 3.05446
H -3.25873 2.68315 2.37751
H -3.58372 -1.45608 3.62387
H -4.90278 -0.66228 2.78970
H -5.40158 0.72312 4.74364
H -5.29536 -0.95035 5.23868
H -4.08761 0.58740 6.79276
H -3.07959 -0.67930 6.12823
H -2.63799 3.44906 4.88826
H -3.46063 3.04038 6.38891
H -4.25404 2.72950 4.87848
H -0.97579 0.49026 6.60478
H -1.86563 1.79394 7.35698
H -0.71975 2.16055 6.06701
H -1.73623 0.70965 1.24847
H -3.19537 -0.22555 0.91407
H -1.91617 -0.94592 1.85786
*
```

- F_max of number 6 (C2H3NO3)?
  4.8 eV Å⁻¹

- What is the F_max in the fifth record?
  3.2 eV Å⁻¹